w:
Formula: C4H11N2
Source: OMol25
Level of theory: ωB97M-V with the def2-TZVPD basis set

Geometry as XYZ:
```
17
Properties=species:S:1:pos:R:3:mulliken_charge:R:1
C 1.63 0.57 0.09 -0.64
C 0.94 -0.75 0.37 -0.48
C -0.45 -0.64 0.89 -0.70
C -2.57 -0.55 -0.52 -0.66
N -1.33 -0.10 -0.23 -0.09
N 1.09 1.42 -1.00 -0.56
H 1.20 1.16 0.95 0.27
H 2.71 0.63 0.25 0.37
H 1.60 -1.13 1.17 0.30
H 1.01 -1.52 -0.41 0.29
H -0.56 0.09 1.70 0.25
H -0.87 -1.63 1.08 0.39
H -3.01 -1.32 0.11 0.25
H -3.02 -0.10 -1.39 0.29
H 0.87 2.31 -0.60 0.23
H -0.67 0.60 -0.62 0.28
H 1.42 0.97 -1.83 0.21
```

The spin multiplicity is 2. As for the charge: 0. The HOMO energy (spin up / spin down) comes out at -5.214 / -9.392 eV. The calculation puts the frontier orbital gap (spin up / spin down) at 6.18 / 10.35 eV.

x:
Formula: C4H11N2
Source: OMol25
Level of theory: ωB97M-V with the def2-TZVPD basis set

Geometry as XYZ:
```
17
Properties=species:S:1:pos:R:3:mulliken_charge:R:1
C 0.53 0.65 -2.69 -1.04
C 0.62 0.90 -1.16 -0.33
C -1.12 0.16 0.50 -0.41
N -0.21 -0.06 -0.45 -0.06
H 0.72 -0.44 -2.83 0.32
H -0.45 0.98 -3.11 0.27
H 1.33 1.20 -3.20 0.33
H 1.65 0.84 -0.80 0.28
H 0.29 1.91 -0.92 0.28
H -1.96 -0.54 0.51 0.33
H -1.13 1.14 0.93 0.25
H -0.15 -1.00 -0.84 0.22
C 0.12 -1.50 2.79 -0.66
N -0.51 -0.45 2.34 -0.39
H 0.45 -2.31 2.08 0.20
H 0.29 -1.74 3.85 0.27
H -0.48 0.27 3.02 0.14
```

The spin multiplicity is 2. As for the charge: 0. The HOMO energy (spin up / spin down) comes out at -4.112 / -8.492 eV. The calculation puts the frontier orbital gap (spin up / spin down) at 4.88 / 9.25 eV.

It comes down to w, which is 90.8 kJ/mol more stable than the next structure.

w:
Formula: C3H12O5
Source: OMol25
Level of theory: ωB97M-V with the def2-TZVPD basis set

Geometry as XYZ:
```
20
Properties=species:S:1:pos:R:3:mulliken_charge:R:1
O -1.46 0.36 -1.72 -0.37
C -2.46 -0.17 -0.79 -0.46
C -1.92 -0.91 0.44 0.19
C -1.59 -0.29 1.75 -0.45
O -0.23 0.15 1.96 -0.32
H -3.11 -0.78 -1.48 0.35
H -1.59 -1.95 0.37 0.36
H -3.14 0.66 -0.50 0.28
H -1.95 -0.90 2.51 0.33
H -2.15 0.67 1.75 0.29
H 0.30 -0.41 1.40 0.34
H 2.45 -1.79 0.64 0.26
H 3.03 -0.33 0.05 0.43
O 2.53 -0.84 0.80 -0.72
H 4.06 0.67 -1.93 0.21
H 2.17 1.03 -1.21 0.38
O 3.40 0.20 -1.39 -0.97
H -0.91 0.89 -1.08 0.30
H 1.36 2.32 -0.61 0.27
O 1.21 1.40 -0.95 -0.67
```

The spin multiplicity is 1. As for the charge: 0. The HOMO energy comes out at -7.883 eV. The calculation puts the frontier orbital gap at 2.91 eV.

x:
Formula: C3H12O5
Source: OMol25
Level of theory: ωB97M-V with the def2-TZVPD basis set

Geometry as XYZ:
```
20
Properties=species:S:1:pos:R:3:mulliken_charge:R:1
O -0.96 0.37 1.48 -0.45
C -2.24 0.47 0.83 -0.43
C -2.12 0.20 -0.61 0.01
C -1.83 -1.11 -1.18 -0.23
O -0.45 -1.38 -1.07 -0.39
H -2.69 1.43 1.03 0.32
H -2.25 1.04 -1.29 0.30
H -2.85 -0.26 1.37 0.32
H -2.15 -1.09 -2.23 0.27
H -2.34 -1.94 -0.69 0.34
H 0.01 -0.52 -1.11 0.32
H 2.88 -1.50 1.49 0.26
H 3.51 -0.38 0.57 0.42
O 3.27 -1.36 0.62 -0.69
H 3.93 1.75 0.24 0.22
H 2.01 1.13 -0.38 0.44
O 3.19 1.18 0.46 -0.94
H -0.46 -0.35 1.06 0.34
H 0.52 1.22 0.13 0.33
O 1.02 1.10 -0.71 -0.77
```

The spin multiplicity is 1. As for the charge: 0. The HOMO energy comes out at -8.225 eV. The calculation puts the frontier orbital gap at 3.49 eV.

It comes down to x, which is 79.2 kJ/mol more stable than the next structure.

w:
Formula: C5H5Cl
Source: OMol25
Level of theory: ωB97M-V with the def2-TZVPD basis set

Geometry as XYZ:
```
11
Properties=species:S:1:pos:R:3:mulliken_charge:R:1
C 1.11 -1.59 1.50 0.44
C 0.78 -0.92 0.59 -1.07
C 0.54 0.03 -0.46 -0.11
C -0.56 1.09 -0.37 -0.70
C -0.65 -0.07 -1.31 -0.04
Cl -0.38 0.12 -2.97 -0.19
H 1.50 -2.34 2.19 0.44
H 1.49 0.51 -0.85 0.29
H -1.28 0.98 0.34 0.32
H -0.31 2.05 -0.87 0.26
H -1.33 -0.84 -0.99 0.36
```

The spin multiplicity is 1. As for the charge: 0. The HOMO energy comes out at -9.661 eV. The structure (SMILES) is C#C[C@@H]1C[C@H]1Cl. The calculation puts the frontier orbital gap at 10.72 eV.

x:
Formula: C5H5Cl
Source: OMol25
Level of theory: ωB97M-V with the def2-TZVPD basis set

Geometry as XYZ:
```
11
Properties=species:S:1:pos:R:3:mulliken_charge:R:1
C 0.16 -0.70 -1.15 -0.46
C 0.32 0.09 0.91 -0.39
C -1.11 0.97 -0.61 0.18
C 0.36 0.65 -0.51 -0.06
C -0.75 -0.33 -0.03 -0.16
Cl -1.91 1.03 -2.13 -0.18
H -0.37 -0.80 -2.11 0.16
H 0.75 -1.53 -1.05 0.25
H 1.00 -0.65 1.09 0.22
H 0.27 0.75 1.83 0.21
H -1.68 1.81 0.26 0.23
```

The spin multiplicity is 1. As for the charge: 0. The HOMO energy comes out at -10.114 eV. The calculation puts the frontier orbital gap at 11.20 eV.

It comes down to w, which is 151.6 kJ/mol more stable than the next structure.

w:
Formula: C22H22N2O2
Source: OMol25
Level of theory: ωB97M-V with the def2-TZVPD basis set

Geometry as XYZ:
```
48
Properties=species:S:1:pos:R:3:mulliken_charge:R:1
C -4.89 3.13 2.40 -1.20
C -3.61 3.39 1.64 -0.09
O -2.55 2.79 2.42 -0.29
C -1.31 2.92 1.86 0.55
C -0.30 2.31 2.67 -0.64
C 0.99 2.69 2.43 0.44
N 2.15 2.91 2.32 -0.70
O -1.13 3.47 0.77 -0.70
H -5.75 3.38 1.79 0.39
H -4.96 2.08 2.70 0.30
H -4.92 3.73 3.32 0.30
H -3.66 2.92 0.65 0.20
H -3.44 4.47 1.54 0.28
H -0.60 1.75 3.54 0.43
C -2.39 -0.75 -0.83 -1.69
C -1.03 -0.86 -1.37 0.38
N -0.83 -0.99 -2.70 0.21
C -1.88 -0.95 -3.70 -0.91
C 0.52 -1.15 -2.99 0.44
C 1.23 -1.08 -1.77 0.55
C 2.63 -1.12 -1.84 -0.19
C 3.25 -1.27 -3.10 -0.83
C 2.50 -1.31 -4.29 -0.64
C 1.11 -1.27 -4.24 -0.97
C 0.23 -0.89 -0.71 1.26
C 0.44 -0.72 0.66 -0.86
C 1.57 -1.25 1.39 0.36
C 2.22 -2.45 1.03 -0.49
C 3.38 -2.86 1.68 -0.50
C 3.94 -2.07 2.70 -0.38
C 3.25 -0.93 3.13 -0.67
C 2.06 -0.56 2.54 -0.15
H -2.35 -0.86 0.26 0.41
H -2.87 0.21 -1.08 0.34
H -3.02 -1.55 -1.25 0.42
H -1.41 -1.03 -4.68 0.32
H -2.59 -1.77 -3.58 0.32
H -2.43 0.00 -3.66 0.33
H 3.21 -1.02 -0.93 0.56
H 4.34 -1.36 -3.15 0.38
H 3.01 -1.37 -5.25 0.39
H 0.48 -1.34 -5.13 0.22
H -0.31 -0.14 1.20 0.35
H 1.79 -3.06 0.23 0.46
H 3.87 -3.80 1.39 0.40
H 4.88 -2.36 3.17 0.39
H 3.67 -0.31 3.94 0.40
H 1.51 0.31 2.88 0.17
```

The spin multiplicity is 1. As for the charge: 0. The HOMO energy comes out at -6.092 eV. The calculation puts the frontier orbital gap at 3.85 eV.

x:
Formula: C22H22N2O2
Source: OMol25
Level of theory: ωB97M-V with the def2-TZVPD basis set

Geometry as XYZ:
```
48
Properties=species:S:1:pos:R:3:mulliken_charge:R:1
C 4.51 3.31 -1.86 -1.19
C 3.37 3.30 -0.79 -0.33
C 2.53 2.04 -1.15 -0.75
C 1.79 1.31 0.04 0.59
O 2.02 1.60 1.23 -0.69
C 0.97 0.17 -0.38 0.46
C 1.62 -0.68 -1.33 -1.01
N 1.09 -1.92 -1.70 -0.58
C -0.06 -2.29 -1.01 -0.04
C -0.59 -3.50 -1.45 0.31
C 0.08 -4.30 -2.60 0.02
C 0.99 -5.54 -2.12 -0.47
O -0.30 -5.59 -2.71 -0.42
C -1.70 -4.04 -0.75 -0.39
C -2.29 -3.35 0.32 -0.94
C -1.87 -2.05 0.65 -0.86
C -0.71 -1.53 0.00 1.13
C -0.16 -0.24 0.32 0.10
N -0.56 0.44 1.40 0.11
C -1.82 1.08 1.50 0.25
C -2.52 1.51 0.32 -0.52
C -3.59 2.33 0.42 -0.75
C -3.87 2.88 1.63 -0.50
C -3.22 2.53 2.85 -0.78
C -2.16 1.61 2.72 0.97
C -1.16 1.22 3.90 -1.41
H 5.29 4.09 -1.48 0.34
H 4.91 2.34 -1.91 0.38
H 4.20 3.73 -2.82 0.27
H 2.66 4.12 -0.74 0.39
H 3.93 3.12 0.11 0.25
H 3.21 1.25 -1.48 0.16
H 1.87 2.31 -1.94 0.43
H 2.66 -0.56 -1.68 0.30
H 0.55 -3.75 -3.45 0.40
H 1.93 -5.61 -2.70 0.28
H 1.21 -5.66 -1.06 0.26
H -2.11 -4.99 -1.05 0.45
H -3.27 -3.70 0.67 0.31
H -2.33 -1.45 1.38 0.61
H 0.13 0.90 1.93 0.34
H -2.22 1.28 -0.72 0.31
H -3.99 2.58 -0.54 0.41
H -4.68 3.58 1.65 0.37
H -3.51 2.84 3.86 0.38
H -1.06 0.02 3.95 0.24
H -1.59 1.61 4.80 0.42
H -0.22 1.68 3.76 0.37
```

The spin multiplicity is 1. As for the charge: 0. The HOMO energy comes out at -8.108 eV. The structure (SMILES) is CCCC(=O)c1cnc2c([C@H]3CO3)cccc2c1Nc1ccccc1C. The calculation puts the frontier orbital gap at 7.78 eV.

It comes down to w, which is 95.7 kJ/mol more stable than the next structure.